1.
This record from the Open Molecules 2025 dataset describes a single C6H12O molecule at a distorted geometry. The level of theory is wB97M-V/def2-TZVPD.

Results
Maximum force, eV Å⁻¹: 1.7
LUMO energy, eV: 0.864
Total energy, a.u.: -310.9990
SMILES: CC(C)[C@H]1C[C@H]1O
Molecular weight, g/mol: 100.16
Gap between HOMO and LUMO, eV: 9.9
2S+1: 1

Atoms and positions in Å:
C 1.60 1.10 0.24
C 0.73 -0.14 0.18
C 1.45 -1.31 -0.49
C -0.56 0.12 -0.58
C -1.69 -0.80 -0.28
C -1.73 0.65 0.16
O -1.49 0.98 1.50
H 1.08 1.91 0.76
H 2.54 0.90 0.76
H 1.85 1.44 -0.77
H 0.46 -0.43 1.20
H 2.39 -1.54 0.03
H 1.69 -1.07 -1.53
H 0.83 -2.21 -0.49
H -0.40 0.42 -1.62
H -2.32 -1.08 -1.13
H -1.65 -1.51 0.53
H -2.67 0.94 -0.27
H -2.13 1.63 1.81

***

2.
This record from the Open Molecules 2025 dataset describes 2 unconnected molecules or ions with the total composition C6H12O at a distorted geometry. The level of theory is wB97M-V/def2-TZVPD.

Results
Maximum force, eV Å⁻¹: 1.7
LUMO energy, eV: 0.854
Total energy, a.u.: -310.9889
SMILES: C=CC(=C)CC.O
Molecular weight, g/mol: 100.16
Gap between HOMO and LUMO, eV: 10.5
2S+1: 1

Atoms and positions in Å:
C 0.63 -1.59 -2.11
C 1.54 -0.93 -1.03
C 0.72 0.06 -0.23
C 0.96 1.36 -0.33
C 0.23 -0.70 2.02
C -0.18 -0.56 0.78
H 1.23 -1.70 -3.02
H -0.17 -0.91 -2.35
H 0.36 -2.58 -1.78
H 2.44 -0.44 -1.41
H 1.89 -1.67 -0.31
H 0.35 2.12 0.15
H 1.82 1.77 -0.85
H -0.35 -1.11 2.84
H 1.20 -0.37 2.40
H -1.14 -0.91 0.43
H -3.29 1.22 1.42
H -2.24 2.09 0.78
O -3.19 2.05 0.93

***

Please write out number 2 again, unchanged.
This record from the Open Molecules 2025 dataset describes 2 unconnected molecules or ions with the total composition C6H12O at a distorted geometry. The level of theory is wB97M-V/def2-TZVPD.

Results
Maximum force, eV Å⁻¹: 1.7
LUMO energy, eV: 0.854
Total energy, a.u.: -310.9889
SMILES: C=CC(=C)CC.O
Molecular weight, g/mol: 100.16
Gap between HOMO and LUMO, eV: 10.5
2S+1: 1

Atoms and positions in Å:
C 0.63 -1.59 -2.11
C 1.54 -0.93 -1.03
C 0.72 0.06 -0.23
C 0.96 1.36 -0.33
C 0.23 -0.70 2.02
C -0.18 -0.56 0.78
H 1.23 -1.70 -3.02
H -0.17 -0.91 -2.35
H 0.36 -2.58 -1.78
H 2.44 -0.44 -1.41
H 1.89 -1.67 -0.31
H 0.35 2.12 0.15
H 1.82 1.77 -0.85
H -0.35 -1.11 2.84
H 1.20 -0.37 2.40
H -1.14 -0.91 0.43
H -3.29 1.22 1.42
H -2.24 2.09 0.78
O -3.19 2.05 0.93

***

> What is the formula in the first record?

C6H12O

***

> What is the 2S+1 in the first record?

1